{
  "formula": "C28H44F9N2O8",
  "method": "wB97M-V/def2-TZVPD",
  "symbols": ["C", "C", "N", "C", "C", "C", "O", "C", "C", "C", "C", "C", "C", "O", "C", "C", "O", "N", "C", "C", "C", "C", "F", "C", "F", "F", "C", "C", "O", "H", "H", "H", "H", "H", "H", "H", "H", "H", "H", "H", "H", "H", "H", "H", "H", "H", "H", "H", "H", "H", "H", "H", "H", "H", "H", "H", "H", "H", "H", "H", "H", "H", "H", "C", "C", "O", "C", "O", "C", "F", "F", "F", "H", "H", "H", "H", "H", "C", "C", "O", "C", "O", "C", "F", "F", "F", "H", "H", "H", "H", "H"],
  "coordinates": [[3.57, -0.21, 0.02], [2.46, -0.47, 1.06], [1.55, -1.57, 0.66], [0.17, -1.42, 1.16], [-0.83, -1.62, 0.02], [-1.27, -0.32, -0.67], [-0.10, 0.46, -0.88], [-0.05, 1.16, -2.09], [-0.07, 0.20, -3.29], [1.35, -0.28, -3.63], [1.45, -1.68, -4.25], [1.73, -2.76, -3.18], [0.92, -4.03, -3.42], [1.56, -5.14, -2.83], [0.67, -6.16, -2.55], [0.21, -6.18, -1.12], [0.35, -6.95, -3.38], [-1.00, -0.95, -3.00], [-2.04, -0.59, -1.96], [-3.15, -1.64, -1.87], [-2.72, -3.12, -2.05], [-2.87, -3.63, -3.45], [-2.66, -2.71, -4.45], [-3.09, -4.89, -3.79], [-2.60, -5.48, -4.85], [-3.81, -5.71, -3.07], [1.99, -2.88, 0.84], [3.35, -3.16, 1.41], [1.25, -3.79, 0.52], [3.32, -0.73, -0.90], [3.62, 0.85, -0.22], [4.55, -0.54, 0.35], [1.85, 0.42, 1.09], [2.88, -0.62, 2.06], [-0.03, -2.20, 1.89], [0.05, -0.45, 1.65], [-1.70, -2.21, 0.31], [-0.28, -2.22, -0.71], [-1.96, 0.20, 0.02], [0.87, 1.75, -2.13], [-0.88, 1.88, -2.17], [-0.47, 0.77, -4.13], [1.97, -0.23, -2.72], [1.77, 0.46, -4.31], [0.51, -1.93, -4.77], [2.26, -1.71, -4.98], [1.43, -2.36, -2.20], [2.79, -2.98, -3.10], [0.71, -4.20, -4.48], [-0.07, -3.90, -2.94], [-0.06, -5.18, -0.77], [1.03, -6.52, -0.49], [-0.63, -6.85, -1.01], [-1.50, -1.17, -3.87], [-0.50, -1.78, -2.68], [-2.50, 0.33, -2.33], [-3.88, -1.40, -2.65], [-3.64, -1.52, -0.90], [-3.35, -3.74, -1.41], [-1.69, -3.31, -1.73], [4.12, -2.46, 1.09], [3.30, -3.11, 2.51], [3.64, -4.17, 1.14], [1.63, 4.55, 3.30], [2.29, 4.20, 4.61], [1.75, 2.97, 5.14], [2.28, 1.85, 4.68], [3.15, 1.74, 3.87], [1.62, 0.63, 5.37], [0.29, 0.77, 5.44], [2.10, 0.49, 6.60], [1.89, -0.48, 4.68], [0.55, 4.61, 3.42], [1.99, 5.52, 2.95], [1.85, 3.81, 2.53], [2.08, 4.95, 5.36], [3.37, 4.11, 4.51], [-4.79, 6.78, 3.55], [-4.12, 6.25, 2.31], [-2.97, 7.05, 1.95], [-1.85, 6.77, 2.59], [-1.67, 5.93, 3.42], [-0.72, 7.70, 2.08], [-1.13, 8.96, 1.96], [-0.30, 7.27, 0.87], [0.32, 7.66, 2.91], [-5.05, 7.83, 3.43], [-5.70, 6.21, 3.76], [-4.13, 6.70, 4.42], [-4.78, 6.32, 1.45], [-3.82, 5.21, 2.42]],
  "mulliken_charge": [-1.338, -0.896, 1.060, -2.176, 1.139, -0.093, -0.165, -1.216, 0.392, -0.761, -1.289, 0.137, 0.744, -0.380, 0.654, -0.656, -0.529, 0.948, -0.248, -1.444, 0.750, 0.251, -0.415, 0.305, -0.214, -0.225, 0.308, -1.403, -0.526, 0.152, 0.340, 0.501, 0.571, 0.417, 0.585, 0.651, 0.492, -0.686, 0.350, 0.535, 0.310, 0.352, 0.149, 0.488, 0.447, 0.530, -0.584, 0.708, 0.274, -0.842, 0.051, 0.321, 0.329, 0.719, -0.977, 0.339, 0.555, 0.388, 0.549, -0.708, 0.267, 0.267, 0.434, -0.845, -0.343, -0.348, 0.441, -0.534, 0.869, -0.260, -0.268, -0.231, 0.235, 0.377, 0.230, 0.339, 0.341, -1.095, -0.215, -0.322, 0.335, -0.522, 0.951, -0.244, -0.269, -0.232, 0.307, 0.369, 0.316, 0.320, 0.308],
  "e_tot_ha": -2703.29853,
  "charge": 1,
  "multiplicity": 1,
  "e_homo_ev": -11.98,
  "homo_lumo_gap_ha": 0.347,
  "largest_force_ev_per_a": 1.521
}

{
  "formula": "C28H44FN7SiYb",
  "method": "wB97M-V/def2-TZVPD",
  "symbols": ["Yb", "C", "Si", "C", "C", "N", "C", "C", "C", "C", "C", "C", "F", "H", "H", "H", "H", "H", "H", "H", "H", "H", "H", "H", "H", "H", "C", "N", "C", "C", "C", "C", "C", "C", "C", "C", "H", "H", "H", "H", "H", "H", "H", "H", "H", "H", "H", "H", "C", "N", "C", "C", "N", "N", "C", "C", "H", "H", "H", "H", "H", "H", "H", "H", "H", "H", "H", "H", "H", "N", "C", "C", "C", "N", "C", "C", "H", "H", "H", "H", "H", "H"],
  "coordinates": [[0.55, 0.48, -0.28], [0.18, 2.02, 4.24], [0.09, 0.44, 3.22], [0.09, -1.07, 4.37], [-1.58, 0.47, 2.31], [1.20, 0.34, 1.90], [2.56, 0.38, 2.06], [3.25, 0.45, 3.29], [4.62, 0.53, 3.37], [5.42, 0.53, 2.23], [4.80, 0.45, 1.00], [3.43, 0.36, 0.96], [2.83, 0.27, -0.34], [-0.74, 2.18, 4.81], [0.32, 2.88, 3.59], [1.01, 2.01, 4.96], [-0.47, -0.86, 5.28], [1.11, -1.36, 4.66], [-0.37, -1.94, 3.90], [-2.41, 0.44, 3.02], [-1.71, -0.38, 1.63], [-1.67, 1.40, 1.74], [2.66, 0.47, 4.20], [5.09, 0.59, 4.35], [6.49, 0.60, 2.30], [5.36, 0.45, 0.07], [-0.23, 1.25, -3.64], [0.97, 1.00, -2.84], [1.84, 0.08, -3.59], [1.70, 2.28, -2.65], [0.89, 3.26, -1.81], [0.75, 4.57, -2.26], [0.01, 5.48, -1.52], [-0.57, 5.07, -0.33], [-0.41, 3.76, 0.11], [0.32, 2.80, -0.61], [0.04, 1.60, -4.64], [-0.84, 2.02, -3.16], [-0.82, 0.34, -3.73], [2.11, 0.50, -4.56], [1.31, -0.86, -3.76], [2.76, -0.11, -3.03], [1.93, 2.72, -3.62], [2.64, 2.06, -2.15], [1.21, 4.88, -3.19], [-0.10, 6.50, -1.87], [-1.14, 5.78, 0.27], [-0.87, 3.49, 1.06], [-4.06, 1.51, -0.47], [-4.03, 0.11, -0.87], [-5.29, -0.40, -1.40], [-2.85, -0.53, -1.05], [-1.70, 0.11, -1.11], [-2.91, -1.89, -1.15], [-1.81, -2.62, -1.77], [-3.66, -2.64, -0.14], [-5.02, 1.71, -0.01], [-3.94, 2.19, -1.32], [-3.28, 1.72, 0.26], [-5.73, 0.35, -2.05], [-5.99, -0.62, -0.59], [-5.11, -1.30, -1.98], [-1.88, 1.11, -1.22], [-1.25, -1.94, -2.41], [-2.22, -3.42, -2.39], [-1.13, -3.06, -1.04], [-4.73, -2.45, -0.20], [-3.32, -2.39, 0.87], [-3.51, -3.70, -0.31], [1.72, -6.06, 0.12], [1.49, -4.74, -0.01], [1.92, -4.02, -1.14], [1.66, -2.67, -1.22], [1.00, -1.97, -0.28], [0.60, -2.66, 0.80], [0.81, -4.01, 0.98], [2.20, -6.57, -0.60], [1.42, -6.56, 0.93], [2.46, -4.52, -1.94], [2.00, -2.12, -2.09], [0.10, -2.09, 1.57], [0.47, -4.49, 1.88]],
  "mulliken_spin": [1.010, 0.000, 0.001, 0.000, 0.002, -0.004, -0.002, 0.000, 0.000, 0.000, 0.000, 0.001, 0.000, 0.000, 0.000, 0.000, 0.000, 0.000, 0.000, 0.000, -0.001, -0.001, 0.000, 0.000, 0.000, 0.000, 0.000, -0.001, 0.000, 0.000, -0.001, 0.000, 0.000, 0.000, -0.003, 0.001, 0.000, 0.000, 0.000, 0.000, 0.000, 0.000, 0.000, 0.000, 0.000, 0.000, 0.000, 0.000, 0.000, 0.000, 0.000, 0.001, 0.000, 0.000, 0.000, 0.000, 0.000, 0.000, 0.000, 0.000, 0.000, 0.000, -0.001, 0.000, 0.000, 0.000, 0.000, 0.000, 0.000, 0.000, 0.000, 0.000, 0.000, -0.001, -0.001, 0.000, 0.000, 0.000, 0.000, 0.000, 0.000, 0.000],
  "relative_energy_kj_mol": 27.8,
  "e_tot_ha": -3024.61760,
  "s2": 0.751,
  "charge": 1,
  "multiplicity": 2,
  "e_homo_ev": [-9.82, -9.82],
  "homo_lumo_gap_ha": [0.295, 0.284],
  "largest_force_ev_per_a": 0.699
}